1.
Here is an isolated molecule of C4H4O2S from OMol25. Energies are from ωB97M-V/def2-TZVPD.

calculated total energy: -19138.643 eV
Kohn-Sham gap: 0.344 Eh
HOMO energy: -9.572 eV
molecular weight: 116.1 g/mol
relative energy (zero: lowest compared OMol25 entry of this formula, charge and spin): 100.3 kcal per mole

Last column: natural (NBO) charge in e.
CARTESIAN COORDINATES (ANGSTROEM)
1 C 1.853 -0.602 -1.032  -0.439
2 C 0.835 -0.017 -0.413  0.101
3 C -1.305 0.039 0.868  -0.577
4 C -0.282 0.715 1.353  0.189
5 O -3.299 0.046 -0.758  -0.900
6 O 0.945 0.751 0.812  -0.459
7 S -2.611 -0.656 0.358  1.200
8 H 1.660 -1.094 -1.951  0.218
9 H -0.295 -0.072 -0.678  0.218
10 H 2.898 -0.522 -0.817  0.220
11 H -0.400 1.411 2.260  0.231



2.
Here is the ion C4H8NO with charge +1 from OMol25. Energies are from ωB97M-V/def2-TZVPD.

calculated total energy: -7801.330 eV
spin multiplicity: 3
Kohn-Sham gap (alpha / beta): 0.219 / 0.318 Eh
HOMO energy (alpha / beta): -9.688 / -15.459 eV
molecular weight: 86.1 g/mol
net charge: +1
relative energy (zero: lowest compared OMol25 entry of this formula, charge and spin): 55.0 kcal per mole

Last column: natural (NBO) charge in e.
CARTESIAN COORDINATES (ANGSTROEM)
1 C 0.128 -1.063 1.639  -0.320
2 C 1.129 -0.213 1.440  0.039
3 C 0.260 0.447 -0.660  0.360
4 C 0.296 -0.065 -1.884  -0.385
5 N -0.878 1.114 -0.011  -0.721
6 O 1.338 0.518 0.256  -0.417
7 H 0.039 -1.450 2.536  0.212
8 H 1.849 0.009 2.163  0.198
9 H 1.217 -0.633 -2.119  0.276
10 H -0.450 0.115 -2.606  0.240
11 H -0.544 -1.154 0.799  0.164
12 H -1.680 0.926 -0.599  0.449
13 H -0.759 2.079 -0.127  0.450
14 H -1.013 0.754 0.979  0.453



3.
Here is a structure of composition C35H43As4BrCuNO6Se from OMol25. Energies are from ωB97M-V/def2-TZVPD.

calculated total energy: -474150.140 eV
spin multiplicity: 2
Kohn-Sham gap (alpha / beta): 0.296 / 0.277 Eh
HOMO energy (alpha / beta): -5.853 / -5.900 eV
molecular weight: 1095.8 g/mol
net charge: -1

Last column: Mulliken charge in e.
CARTESIAN COORDINATES (ANGSTROEM)
1 Cu 1.637 -0.981 -0.932  -0.027
2 C 2.433 -0.584 3.722  -1.424
3 As 0.842 0.161 2.858  0.983
4 C -0.323 -0.149 4.426  -1.504
5 C 1.337 2.038 3.268  -1.873
6 C 0.515 3.200 2.689  3.080
7 C -0.955 3.004 3.081  -1.742
8 C 0.610 3.380 1.158  -1.773
9 As -0.254 2.104 -0.098  1.214
10 C -2.084 2.839 -0.048  -1.512
11 C 0.215 3.204 -1.667  -1.662
12 C 0.984 4.511 3.358  -2.199
13 As 2.693 5.456 3.030  0.286
14 C 4.001 4.088 2.516  -0.993
15 C 2.401 6.198 1.235  -1.023
16 H 2.527 -0.205 4.741  0.457
17 H 3.314 -0.331 3.137  0.281
18 H 2.349 -1.671 3.734  0.454
19 H 0.209 0.085 5.350  0.445
20 H -0.599 -1.206 4.437  0.387
21 H -1.236 0.445 4.380  0.374
22 H 2.378 2.124 2.955  0.127
23 H 1.324 2.118 4.361  0.556
24 H -1.340 2.059 2.687  -0.147
25 H -1.574 3.812 2.683  0.448
26 H -1.068 2.990 4.168  0.480
27 H 1.660 3.373 0.853  -0.072
28 H 0.207 4.369 0.915  0.720
29 H -2.063 3.928 0.027  0.422
30 H -2.669 2.422 0.768  0.296
31 H -2.566 2.551 -0.984  0.452
32 H -0.015 4.253 -1.470  0.635
33 H -0.383 2.869 -2.516  0.404
34 H 1.271 3.095 -1.909  0.353
35 H 0.961 4.373 4.443  0.496
36 H 0.246 5.295 3.146  0.527
37 H 4.239 3.452 3.368  0.325
38 H 4.908 4.617 2.222  0.404
39 H 3.675 3.467 1.684  0.195
40 H 1.455 6.740 1.209  0.300
41 H 2.397 5.436 0.458  0.213
42 H 3.204 6.906 1.031  0.428
43 Br 0.697 3.002 -7.333  -0.221
44 C 0.668 1.413 -6.301  -0.108
45 C 0.391 0.203 -6.914  -0.219
46 N 0.369 -0.947 -6.246  -0.579
47 C 0.588 -0.911 -4.935  -0.570
48 C 0.845 0.269 -4.241  0.174
49 C 0.917 1.459 -4.942  -0.353
50 C 1.091 0.191 -2.769  1.870
51 O 2.150 0.618 -2.277  -0.707
52 O 0.205 -0.421 -2.064  -0.297
53 H 0.178 0.161 -7.975  0.363
54 H 0.571 -1.857 -4.405  0.585
55 H 1.156 2.388 -4.443  0.641
56 O 4.882 -3.088 -0.099  -0.780
57 Se 3.334 -2.684 -0.260  0.916
58 O 2.325 -3.756 0.444  -0.583
59 O 2.995 -1.124 0.365  -0.627
60 O 2.825 -2.432 -1.844  -0.641
61 C -1.934 -6.620 1.864  -0.488
62 C -2.713 -5.476 1.934  -0.721
63 C -2.210 -4.259 1.488  -0.344
64 C -0.925 -4.177 0.960  0.904
65 C -0.137 -5.325 0.910  -0.381
66 C -0.643 -6.536 1.360  -0.771
67 As -0.286 -2.528 0.082  1.470
68 C -1.989 -1.580 -0.022  -0.331
69 C -2.573 -0.807 0.970  -0.141
70 C -3.801 -0.199 0.738  -0.772
71 C -4.418 -0.338 -0.500  -0.935
72 C -3.824 -1.090 -1.503  -0.568
73 C -2.609 -1.726 -1.266  0.722
74 C -1.902 -2.617 -2.210  0.534
75 C -2.302 -2.916 -3.507  -0.626
76 C -1.565 -3.816 -4.264  -0.870
77 C -0.425 -4.413 -3.735  -0.769
78 C 0.003 -4.091 -2.453  -0.986
79 C -0.737 -3.194 -1.701  0.534
80 H -2.330 -7.571 2.198  0.355
81 H -3.722 -5.525 2.325  0.401
82 H -2.836 -3.379 1.545  0.317
83 H 0.875 -5.260 0.535  0.475
84 H -0.021 -7.422 1.311  0.409
85 H -2.080 -0.695 1.930  0.307
86 H -4.277 0.383 1.518  0.403
87 H -5.373 0.141 -0.682  0.351
88 H -4.314 -1.185 -2.464  0.398
89 H -3.176 -2.440 -3.936  0.382
90 H -1.871 -4.042 -5.277  0.366
91 H 0.145 -5.112 -4.335  0.388
92 H 0.920 -4.506 -2.052  0.333



4.
Here is a structure of composition C36H52N3O5PdSSi2Te from OMol25. Energies are from ωB97M-V/def2-TZVPD.

calculated total energy: -90223.227 eV
Kohn-Sham gap: 0.172 Eh
HOMO energy: -15.284 eV
molecular weight: 929.1 g/mol
net charge: +3
relative energy (zero: lowest compared OMol25 entry of this formula, charge and spin): 76.2 kcal per mole

Last column: Mulliken charge in e.
CARTESIAN COORDINATES (ANGSTROEM)
1 Pd 0.041 0.317 0.450  1.803
2 N -0.834 -1.024 2.647  -0.250
3 C -2.200 -0.569 2.911  -0.849
4 C -2.749 -0.100 1.591  0.557
5 O -3.900 -0.727 1.239  -0.271
6 O -2.233 0.723 0.868  -0.493
7 H -0.849 -1.910 2.155  -0.005
8 H -0.338 -1.170 3.519  0.314
9 H -2.168 0.305 3.563  0.417
10 H -2.864 -1.309 3.356  0.467
11 O 1.344 1.299 -6.390  -0.508
12 C 0.215 1.980 -5.897  -0.721
13 C 0.129 1.734 -4.416  0.076
14 C -1.031 2.032 -3.709  -1.308
15 C -1.059 1.802 -2.348  -0.848
16 N -0.012 1.322 -1.670  0.551
17 C 1.108 1.065 -2.338  0.509
18 C 1.215 1.235 -3.708  -0.366
19 C 2.253 0.592 -1.495  -0.262
20 C 3.554 0.689 -1.954  -0.345
21 C 4.608 0.239 -1.170  0.114
22 C 6.032 0.329 -1.641  -0.644
23 O 6.042 0.968 -2.893  -0.505
24 C 4.307 -0.313 0.067  -0.796
25 C 2.995 -0.372 0.475  -1.376
26 N 1.980 0.075 -0.277  0.552
27 H 1.410 1.427 -7.342  0.330
28 H -0.712 1.649 -6.374  0.389
29 H 0.293 3.062 -6.053  0.339
30 H -1.902 2.442 -4.209  0.525
31 H -1.943 2.030 -1.762  0.642
32 H 2.120 0.979 -4.242  0.686
33 H 3.769 1.121 -2.921  0.659
34 H 6.440 -0.686 -1.689  0.384
35 H 6.614 0.879 -0.893  0.366
36 H 6.945 1.020 -3.224  0.335
37 H 5.086 -0.695 0.717  0.539
38 H 2.731 -0.811 1.421  0.680
39 C 1.060 1.009 5.754  -0.954
40 Si 2.552 0.549 4.738  0.150
41 C 2.414 -1.228 4.197  -0.617
42 C 4.132 0.851 5.628  -1.057
43 C 2.599 1.667 3.189  -1.047
44 Te 0.762 2.091 2.235  0.181
45 C 1.444 3.599 0.903  -0.189
46 Si 0.481 5.242 1.051  0.183
47 C 0.721 5.888 2.769  -1.023
48 C -1.304 4.780 0.745  -0.683
49 C 1.161 6.364 -0.241  -1.053
50 H 0.782 0.195 6.429  0.358
51 H 0.182 1.245 5.145  0.229
52 H 1.263 1.887 6.373  0.350
53 H 2.219 -1.859 5.070  0.395
54 H 3.347 -1.585 3.749  0.432
55 H 1.604 -1.398 3.479  -0.195
56 H 4.213 0.215 6.516  0.345
57 H 4.201 1.891 5.960  0.334
58 H 4.992 0.636 4.988  0.330
59 H 3.288 1.311 2.423  0.521
60 H 2.921 2.674 3.482  0.590
61 H 1.317 3.187 -0.101  -0.472
62 H 2.509 3.719 1.116  0.699
63 H 0.634 5.102 3.527  0.303
64 H -0.038 6.638 3.006  0.370
65 H 1.700 6.362 2.885  0.333
66 H -1.837 4.615 1.686  0.305
67 H -1.380 3.867 0.143  -0.144
68 H -1.832 5.574 0.210  0.481
69 H 2.210 6.592 -0.027  0.343
70 H 0.620 7.314 -0.283  0.367
71 H 1.103 5.903 -1.232  0.309
72 O -0.914 -1.834 -0.325  -0.431
73 S -0.950 -3.039 -1.259  -0.091
74 C -1.729 -4.335 -0.296  -0.577
75 C -2.211 -5.476 -1.157  0.166
76 C -1.365 -6.115 -2.057  -0.221
77 C -1.842 -7.159 -2.839  -0.727
78 C -3.158 -7.580 -2.716  -0.480
79 C -4.002 -6.960 -1.809  -0.684
80 C -3.526 -5.908 -1.032  -0.469
81 C -2.280 -2.639 -2.460  -1.215
82 C -3.458 -2.087 -1.731  -0.218
83 C -4.688 -2.783 -1.624  -0.006
84 C -5.810 -2.336 -0.872  -0.886
85 C -5.684 -1.226 -0.121  -0.745
86 C -4.399 -0.452 -0.098  -0.088
87 C -3.358 -0.900 -1.084  0.366
88 H -2.540 -3.863 0.264  0.282
89 H -0.945 -4.619 0.412  0.700
90 H -0.327 -5.811 -2.148  0.417
91 H -1.179 -7.655 -3.536  0.424
92 H -3.519 -8.407 -3.314  0.425
93 H -5.022 -7.307 -1.690  0.435
94 H -4.175 -5.456 -0.283  0.579
95 H -2.486 -3.536 -3.045  0.593
96 H -1.818 -1.890 -3.104  0.546
97 H -4.782 -3.724 -2.165  0.623
98 H -6.729 -2.908 -0.881  0.472
99 H -6.490 -0.879 0.519  0.567
100 H -4.588 0.622 -0.195  0.478
101 H -2.500 -0.263 -1.233  0.604